Entry 1:
The following is a quantum chemistry calculation of C2H7N3O in the gas phase in a non-equilibrium geometry, from OMol25.

## Properties
SMILES: CN(O)/C=N/N
E_HOMO (Eh): -0.305
M (g/mol): 89.1
Calculated total energy (Eh): -319.7620

Structure (ORCA input):
```
! RIJCOSX wB97M-V def2-TZVPD def2/J DEFGRID3
* xyz 0 1
C -0.3789 -1.4287 -0.8157
C 0.1758 0.6518 0.0426
H -0.8471 -1.8940 -1.6498
H 0.3118 -2.1118 -0.2600
H -1.2811 -1.0537 -0.3229
H -0.1882 0.6501 -2.6079
H -0.0058 1.7258 -0.0279
H 0.6452 1.8368 2.3237
H 0.8235 0.2927 2.9814
N 0.0700 -0.0890 -1.0964
N 0.4316 0.0956 1.1907
N 1.0836 0.8948 2.2037
O -0.8403 0.4295 -1.9614
*
```


Entry 2:
The following is a quantum chemistry calculation of 2 unconnected molecules or ions with the total composition C5H8O in a non-equilibrium geometry, from OMol25.

## Properties
SMILES: C=C=CC.C=O
E_HOMO (Eh): -0.353
M (g/mol): 84.1
Calculated total energy (Eh): -270.4382

Structure (ORCA input):
```
! RIJCOSX wB97M-V def2-TZVPD def2/J DEFGRID3
* xyz 0 1
C -1.0744 -1.1114 0.9143
C 0.9672 -0.0029 0.1562
C 0.2320 1.0820 -0.0305
C 1.9926 -0.8025 0.2051
C -0.7069 1.2363 -1.1493
O -2.0883 -0.6749 0.3804
H -1.6345 0.6640 -0.7985
H -0.5663 -1.9987 0.5146
H -0.8052 -0.8363 1.9457
H 0.0906 1.7573 0.8088
H 2.9752 -0.4768 -0.1054
H 1.9182 -1.8151 0.5735
H -0.3880 0.6990 -2.0397
H -0.9121 2.2800 -1.3752
*
```


Entry 3:
The following is a quantum chemistry calculation of a molecular structure, C9H4N2O3Zn in a non-equilibrium geometry, from OMol25.

## Properties
E_HOMO (Eh): -0.633
M (g/mol): 253.5
Calculated total energy (Eh): -2459.2318

Structure (ORCA input):
```
! RIJCOSX wB97M-V def2-TZVPD def2/J DEFGRID3
* xyz 2 1
O -0.3109 0.8597 -3.9430
C -0.2122 0.6043 -2.8326
Zn 0.1109 -0.1493 -0.2666
C -1.8731 -0.7256 -0.0606
C 0.3708 1.9431 0.3079
O -2.9717 -1.0722 0.0187
O 0.5638 3.0332 0.6323
N 1.0103 -5.2162 3.8296
C 1.2108 -4.1435 3.4007
C 1.5092 -2.8069 2.8973
C 2.6112 -2.1022 3.4084
C 2.9002 -0.8397 2.9013
C 2.0865 -0.3297 1.8855
N 1.0426 -1.0185 1.3668
C 0.7182 -2.2261 1.8947
H 3.2163 -2.5577 4.1927
H 3.7493 -0.2297 3.2552
H 2.2631 0.6545 1.4366
H -0.1584 -2.7293 1.4769
*
```